Record 1
{"formula": "C5H8BClO2S", "method": "ωB97M-V/def2-TZVPD", "elements": ["B", "C", "C", "C", "C", "C", "O", "O", "S", "Cl", "H", "H", "H", "H", "H", "H", "H", "H"], "coordinates": [[-0.42, -1.18, 1.85], [0.51, 0.04, -0.14], [0.55, 0.63, -1.46], [-0.59, -0.42, 0.48], [1.50, 1.46, -1.89], [-1.96, -0.23, -0.10], [0.84, -1.39, 2.31], [-1.53, -1.61, 2.51], [1.64, 2.14, -3.49], [2.72, 2.19, -0.63], [1.46, -0.04, 0.37], [-0.21, 0.34, -2.17], [-2.07, -0.79, -1.03], [-2.13, 0.82, -0.32], [-2.71, -0.58, 0.60], [0.92, -1.90, 3.12], [-1.39, -2.09, 3.33], [2.87, 2.62, -3.34]], "energy_ha": -1229.10201, "molar_mass_g_mol": 178.45, "homo_energy_ev": -8.25, "de_lowest_ev": 0.000, "gap_ev": 8.493}

=====

Record 2
{"formula": "C76H164BClF4N8O12", "method": "ωB97M-V/def2-TZVPD", "elements": ["C", "C", "C", "N", "C", "C", "C", "C", "C", "C", "H", "H", "H", "H", "H", "H", "H", "H", "H", "H", "H", "H", "H", "H", "H", "H", "H", "H", "H", "H", "C", "C", "C", "N", "C", "C", "C", "C", "C", "C", "H", "H", "H", "H", "H", "H", "H", "H", "H", "H", "H", "H", "H", "H", "H", "H", "H", "H", "H", "H", "C", "C", "C", "N", "C", "C", "C", "C", "C", "C", "H", "H", "H", "H", "H", "H", "H", "H", "H", "H", "H", "H", "H", "H", "H", "H", "H", "H", "H", "H", "C", "C", "C", "N", "C", "C", "C", "C", "C", "C", "H", "H", "H", "H", "H", "H", "H", "H", "H", "H", "H", "H", "H", "H", "H", "H", "H", "H", "H", "H", "C", "C", "C", "N", "C", "C", "C", "C", "C", "C", "H", "H", "H", "H", "H", "H", "H", "H", "H", "H", "H", "H", "H", "H", "H", "H", "H", "H", "H", "H", "C", "C", "C", "N", "C", "C", "C", "C", "C", "C", "H", "H", "H", "H", "H", "H", "H", "H", "H", "H", "H", "H", "H", "H", "H", "H", "H", "H", "H", "H", "C", "C", "C", "N", "C", "C", "C", "C", "C", "C", "H", "H", "H", "H", "H", "H", "H", "H", "H", "H", "H", "H", "H", "H", "H", "H", "H", "H", "H", "H", "C", "C", "C", "N", "C", "C", "C", "C", "C", "C", "H", "H", "H", "H", "H", "H", "H", "H", "H", "H", "H", "H", "H", "H", "H", "H", "H", "H", "H", "H", "Cl", "B", "F", "F", "F", "F", "O", "C", "O", "O", "H", "O", "C", "O", "O", "H", "O", "C", "O", "O", "H", "O", "C", "O", "O", "H"], "coordinates": [[18.97, 3.92, 21.47], [19.24, 2.94, 20.35], [18.41, 3.27, 19.08], [18.70, 2.33, 17.85], [20.18, 2.68, 17.45], [20.49, 1.94, 16.10], [19.55, 2.36, 14.92], [18.17, 2.12, 15.37], [17.73, 2.79, 16.73], [18.50, 0.85, 18.30], [19.45, 3.72, 22.43], [17.89, 3.99, 21.38], [19.38, 4.91, 21.26], [18.90, 1.98, 20.75], [20.32, 2.89, 20.19], [18.52, 4.29, 18.72], [17.35, 3.12, 19.27], [20.37, 3.72, 17.22], [20.81, 2.21, 18.20], [21.56, 1.99, 15.87], [20.51, 0.87, 16.31], [19.68, 3.43, 14.74], [19.95, 1.94, 13.99], [17.46, 2.44, 14.61], [17.95, 1.05, 15.41], [17.69, 3.88, 16.64], [16.73, 2.59, 17.12], [18.35, 0.33, 17.35], [17.61, 0.84, 18.92], [19.21, 0.22, 18.84], [26.75, -0.78, 7.33], [26.71, 0.48, 6.45], [25.33, 0.72, 5.93], [25.08, 1.75, 4.81], [23.51, 1.89, 4.80], [22.95, 3.01, 3.95], [23.74, 4.37, 4.21], [25.25, 4.18, 4.12], [25.75, 3.12, 5.09], [25.59, 1.10, 3.51], [26.56, -1.70, 6.78], [25.96, -0.78, 8.09], [27.74, -0.94, 7.76], [27.49, 0.39, 5.70], [27.01, 1.35, 7.04], [24.73, 1.02, 6.79], [24.93, -0.24, 5.60], [23.10, 1.98, 5.81], [23.09, 0.95, 4.45], [21.87, 3.13, 4.09], [23.06, 2.74, 2.90], [23.42, 4.71, 5.19], [23.48, 5.16, 3.50], [25.64, 5.18, 4.30], [25.56, 3.95, 3.10], [25.48, 3.41, 6.11], [26.82, 2.93, 5.02], [25.12, 0.14, 3.30], [26.65, 1.00, 3.74], [25.41, 1.84, 2.72], [25.45, 1.77, 14.44], [25.88, 2.96, 13.58], [26.64, 4.04, 14.34], [27.32, 5.07, 13.43], [27.85, 6.26, 14.31], [28.92, 5.83, 15.31], [30.11, 5.13, 14.63], [29.58, 3.96, 13.70], [28.53, 4.41, 12.68], [26.35, 5.83, 12.55], [26.25, 1.25, 14.98], [24.95, 0.96, 13.92], [24.72, 2.14, 15.16], [24.96, 3.44, 13.26], [26.49, 2.61, 12.74], [27.36, 3.68, 15.09], [25.92, 4.63, 14.90], [27.00, 6.65, 14.87], [28.22, 7.06, 13.67], [28.44, 5.09, 15.94], [29.26, 6.67, 15.92], [30.80, 4.75, 15.39], [30.71, 5.84, 14.07], [29.20, 3.15, 14.32], [30.36, 3.63, 13.01], [28.18, 3.63, 12.01], [28.93, 5.20, 12.05], [26.94, 6.64, 12.12], [25.56, 6.18, 13.20], [26.06, 5.24, 11.67], [19.72, 1.35, 6.60], [20.41, 2.48, 7.41], [21.42, 2.06, 8.53], [22.23, 3.14, 9.32], [23.50, 2.48, 10.01], [23.04, 1.40, 10.93], [22.20, 2.11, 12.10], [21.01, 2.89, 11.51], [21.35, 3.88, 10.41], [22.69, 4.18, 8.28], [19.01, 1.86, 5.95], [19.15, 0.67, 7.24], [20.41, 0.71, 6.04], [19.55, 3.00, 7.83], [20.81, 3.24, 6.73], [22.24, 1.41, 8.22], [20.84, 1.52, 9.28], [24.13, 2.01, 9.26], [23.97, 3.37, 10.43], [22.58, 0.54, 10.46], [23.89, 0.85, 11.32], [21.83, 1.25, 12.66], [22.85, 2.66, 12.77], [20.21, 2.28, 11.09], [20.54, 3.46, 12.31], [20.49, 4.39, 9.97], [21.97, 4.70, 10.78], [21.87, 4.68, 7.75], [23.26, 3.63, 7.54], [23.39, 4.83, 8.79], [10.79, -1.32, 5.57], [11.93, -2.09, 6.19], [13.27, -1.39, 6.06], [14.57, -2.28, 6.47], [15.70, -1.35, 6.33], [17.03, -2.04, 6.65], [17.32, -3.26, 5.83], [16.07, -4.22, 5.89], [14.68, -3.51, 5.61], [14.37, -2.75, 7.95], [11.00, -0.91, 4.58], [10.44, -0.49, 6.18], [9.99, -2.07, 5.52], [12.01, -3.02, 5.62], [11.80, -2.38, 7.24], [13.33, -0.51, 6.70], [13.44, -1.04, 5.04], [15.74, -0.94, 5.32], [15.66, -0.39, 6.84], [17.87, -1.35, 6.56], [17.11, -2.41, 7.67], [17.53, -3.00, 4.79], [18.20, -3.78, 6.18], [16.26, -5.06, 5.22], [16.00, -4.80, 6.81], [14.78, -3.12, 4.59], [13.79, -4.11, 5.76], [13.54, -3.44, 8.04], [14.14, -1.88, 8.57], [15.25, -3.31, 8.28], [19.24, -0.74, 3.61], [20.14, -1.84, 4.24], [21.26, -2.41, 3.33], [22.26, -3.41, 3.96], [21.67, -4.29, 5.16], [22.67, -5.36, 5.63], [23.25, -6.12, 4.42], [23.90, -5.27, 3.32], [22.87, -4.21, 2.78], [23.36, -2.54, 4.51], [19.60, 0.25, 3.89], [18.24, -0.82, 4.05], [19.09, -0.88, 2.54], [19.57, -2.74, 4.47], [20.57, -1.38, 5.13], [21.87, -1.58, 2.97], [20.88, -2.74, 2.36], [20.73, -4.79, 4.96], [21.48, -3.67, 6.03], [22.21, -6.05, 6.33], [23.48, -4.95, 6.23], [22.36, -6.49, 3.92], [23.80, -6.93, 4.90], [24.13, -5.88, 2.45], [24.77, -4.71, 3.65], [21.98, -4.67, 2.34], [23.42, -3.57, 2.09], [22.77, -1.72, 4.93], [23.91, -2.19, 3.63], [24.05, -3.01, 5.20], [14.58, -3.36, 11.88], [15.75, -2.54, 12.35], [16.70, -2.04, 11.19], [17.80, -1.05, 11.73], [18.75, -1.81, 12.68], [19.62, -2.86, 11.93], [20.26, -2.29, 10.68], [19.26, -1.54, 9.76], [18.58, -0.46, 10.58], [17.11, 0.09, 12.49], [14.85, -4.35, 11.53], [14.05, -2.86, 11.07], [13.89, -3.64, 12.68], [16.30, -3.20, 13.02], [15.32, -1.65, 12.82], [16.06, -1.54, 10.47], [17.16, -2.81, 10.57], [18.17, -2.25, 13.49], [19.36, -1.04, 13.13], [19.19, -3.85, 11.85], [20.41, -3.14, 12.62], [20.53, -3.21, 10.17], [21.18, -1.78, 10.97], [18.66, -2.28, 9.24], [19.82, -0.98, 9.01], [17.87, 0.06, 9.93], [19.40, 0.11, 11.01], [17.74, 0.98, 12.46], [16.91, -0.23, 13.51], [16.13, 0.30, 12.05], [16.45, 10.47, 5.40], [17.08, 9.11, 5.88], [16.06, 8.18, 6.68], [16.61, 6.77, 7.12], [16.69, 5.91, 5.81], [17.16, 4.45, 6.13], [16.23, 3.74, 7.11], [16.05, 4.68, 8.39], [15.69, 6.16, 8.10], [18.14, 6.85, 7.61], [16.23, 11.17, 6.21], [15.57, 10.32, 4.78], [17.16, 10.97, 4.75], [17.83, 9.46, 6.59], [17.54, 8.59, 5.04], [15.09, 8.03, 6.21], [15.78, 8.76, 7.57], [15.70, 5.80, 5.35], [17.35, 6.32, 5.05], [17.09, 3.82, 5.24], [18.18, 4.33, 6.51], [15.26, 3.55, 6.63], [16.58, 2.74, 7.34], [15.26, 4.24, 8.99], [16.96, 4.57, 8.97], [14.67, 6.23, 7.73], [15.80, 6.72, 9.03], [17.90, 7.60, 8.37], [18.82, 7.17, 6.83], [18.40, 5.86, 7.98], [22.51, -1.41, 7.81], [22.60, -1.66, 14.64], [22.29, -2.98, 14.80], [22.15, -0.97, 15.74], [23.98, -1.61, 14.46], [22.04, -1.09, 13.51], [25.10, 6.76, 6.90], [26.08, 7.60, 7.22], [26.94, 7.21, 8.08], [26.01, 8.75, 6.78], [25.15, 5.99, 7.48], [21.30, 5.38, 14.49], [22.41, 5.79, 13.90], [22.39, 6.44, 12.87], [23.55, 5.50, 14.38], [20.77, 5.57, 13.71], [27.75, 4.88, 9.63], [26.83, 3.99, 9.21], [26.78, 2.89, 9.71], [26.00, 4.37, 8.33], [27.46, 5.63, 9.10], [19.88, 6.68, 11.24], [18.91, 6.12, 11.92], [19.05, 5.88, 13.13], [17.89, 5.82, 11.36], [20.55, 7.02, 11.85]], "charge": 2, "energy_ha": -5219.01564, "molar_mass_g_mol": 1504.45, "homo_energy_ev": -7.49, "de_lowest_ev": 0.000, "gap_ev": 2.662}

=====

Record 3
{"formula": "C5H14N2O", "method": "ωB97M-V/def2-TZVPD", "elements": ["C", "C", "C", "C", "C", "N", "N", "O", "H", "H", "H", "H", "H", "H", "H", "H", "H", "H", "H", "H", "H", "H"], "coordinates": [[0.67, 1.64, 0.43], [-0.39, -0.79, -0.15], [-0.71, 1.43, 0.30], [0.65, -1.53, 0.65], [-1.76, -1.43, -0.04], [1.48, 1.50, -0.61], [0.07, -0.68, -1.55], [1.16, 1.83, 1.67], [2.12, 1.78, 1.68], [1.16, 0.77, -1.29], [2.47, 1.67, -0.51], [0.38, -1.58, -1.93], [-0.69, -0.38, -2.15], [-1.31, 1.30, 1.18], [-1.16, 1.47, -0.67], [-0.57, 3.01, 0.40], [1.64, -1.06, 0.58], [0.38, -1.57, 1.71], [0.78, -2.58, 0.31], [-1.78, -2.46, -0.44], [-2.08, -1.48, 1.01], [-2.52, -0.85, -0.58]], "energy_ha": -383.47387, "molar_mass_g_mol": 118.18, "homo_energy_ev": [-5.39, -5.39], "de_lowest_ev": 6.173, "gap_ev": [5.776, 5.775]}